(1)
Below is a structure of composition C4H8N2O, with properties calculated with the ωB97M-V functional and the def2-TZVPD basis.

Geometry (Å):
C 1.37 0.07 0.40
C -1.02 -0.47 -0.31
C -1.30 -1.70 0.54
N -1.72 -0.35 0.76
C 0.69 0.47 -0.93
O 1.05 -0.04 -1.98
N 0.09 1.79 -0.82
H 0.85 0.37 1.31
H 1.60 -1.00 0.42
H 2.32 0.62 0.36
H -2.04 -2.40 0.17
H -0.48 -2.10 1.14
H -1.86 0.36 1.46
H 0.88 2.43 -0.85
H -0.43 1.96 -1.68

The value obtained for the LUMO energy is 0.0120 Ha. As for the HOMO-LUMO gap: 9.1 eV. As for the spin multiplicity: 1.

---

(2)
Below is the molecule C4H8N2O in a non-equilibrium geometry, with properties calculated with the ωB97M-V functional and the def2-TZVPD basis.

Geometry (Å):
C -2.46 -0.49 -0.14
N -1.86 0.69 -0.25
N -0.42 0.50 -0.33
C 0.71 1.13 0.45
C 1.35 -0.39 0.49
O 2.24 -0.32 -0.69
C 0.00 -0.90 0.31
H -1.93 -1.46 0.24
H -3.61 -0.46 -0.15
H 0.03 1.72 1.19
H 1.71 1.69 -0.17
H 1.92 -0.65 1.29
H 3.03 0.12 -0.49
H -0.59 -0.92 1.32
H -0.10 -1.93 -0.30

The value obtained for the LUMO energy is 0.0272 Ha. As for the HOMO-LUMO gap: 9.3 eV. As for the spin multiplicity: 1. As for the SMILES: C=NN1CC(O)C1.

---

(3)
Below is the molecule C4H8N2O in a non-equilibrium geometry, with properties calculated with the ωB97M-V functional and the def2-TZVPD basis.

Geometry (Å):
C -0.61 -1.73 -0.19
C 0.81 0.92 -1.08
C 0.87 0.70 0.40
C -1.36 0.33 0.88
O 2.14 0.82 0.89
N -0.11 0.74 1.25
N -1.59 -0.83 0.31
H 2.07 0.90 1.85
H -2.21 0.90 1.22
H 0.46 -1.73 -0.31
H -1.89 -1.18 -0.74
H -0.96 -2.75 -0.11
H 1.55 1.66 -1.39
H -0.19 1.25 -1.38
H 1.01 -0.01 -1.60

The value obtained for the LUMO energy (spin up / spin down) is 0.0283 / 0.0283 Ha. As for the HOMO-LUMO gap (spin up / spin down): 7.9 / 7.9 eV. As for the spin multiplicity: 1.

---

(4)
Below is the molecule C4H8N2O in a non-equilibrium geometry, with properties calculated with the ωB97M-V functional and the def2-TZVPD basis.

Geometry (Å):
C -1.66 0.59 -0.51
C -0.54 0.26 0.44
N -0.24 -2.01 -0.46
C 0.08 -1.00 0.40
C 2.08 1.16 0.43
O -0.28 1.15 1.44
N 0.90 1.15 -0.05
H 0.43 -2.75 -0.62
H -0.88 -1.84 -1.23
H 0.76 -1.26 1.20
H -2.60 0.21 -0.11
H -1.51 0.19 -1.52
H -1.71 1.68 -0.61
H 2.39 0.69 1.35
H 2.78 1.78 -0.13

The value obtained for the LUMO energy (spin up / spin down) is 0.0066 / 0.0120 Ha. As for the HOMO-LUMO gap (spin up / spin down): 7.7 / 7.1 eV. As for the spin multiplicity: 1.

---

What did the fourth record say?
Below is the molecule C4H8N2O in a non-equilibrium geometry, with properties calculated with the ωB97M-V functional and the def2-TZVPD basis.

Geometry (Å):
C -1.66 0.59 -0.51
C -0.54 0.26 0.44
N -0.24 -2.01 -0.46
C 0.08 -1.00 0.40
C 2.08 1.16 0.43
O -0.28 1.15 1.44
N 0.90 1.15 -0.05
H 0.43 -2.75 -0.62
H -0.88 -1.84 -1.23
H 0.76 -1.26 1.20
H -2.60 0.21 -0.11
H -1.51 0.19 -1.52
H -1.71 1.68 -0.61
H 2.39 0.69 1.35
H 2.78 1.78 -0.13

The value obtained for the LUMO energy (spin up / spin down) is 0.0066 / 0.0120 Ha. As for the HOMO-LUMO gap (spin up / spin down): 7.7 / 7.1 eV. As for the spin multiplicity: 1.